ORCA calculation (ωB97M-V with the def2-TZVPD basis set) on 5 unconnected molecules or ions with the total composition C24H59NO5P.

- Charge: -1
- Total energy: -1722.09444 hartree
- Relative energy (zero: lowest compared OMol25 entry of this formula, charge and spin): 3.65 kcal per mole
- HOMO: -2.4742 eV
- Strongest force on any atom: 0.87 eV/A
- LUMO: 2.55 eV
- Orbital gap: 5.02 eV
- M: 472.71 u

Each atom is followed by the atoms it is bonded to, with distances in Å.
Atoms and positions in Å:
1 C 2.18383 -2.25483 1.25122  C2 1.526, H16 1.088, H17 1.089, H18 1.091
2 C 1.40243 -2.98086 0.15933  C1 1.526, P3 1.840, H19 1.090, H20 1.092
3 P -0.34416 -2.40522 0.09959  C2 1.840, C4 1.863, N5 1.623
4 C -1.06802 -3.88875 -0.76496  P3 1.863, H21 1.093, H22 1.087, H23 1.095
5 N -0.23970 -1.16846 -0.94687  P3 1.623, C6 1.446
6 C -1.20850 -0.09719 -0.88242  N5 1.446, C7 1.533, H24 1.106, H25 1.091
7 C -1.68377 0.39125 0.49037  C6 1.533, C8 1.559, H26 1.087, H27 1.090
8 C -2.25673 1.84038 0.53865  C7 1.559, C9 1.543, H28 1.089, H29 1.089
9 C -2.31259 2.64595 -0.77625  C8 1.543, C10 1.523, H30 1.083, H31 1.084
10 C -1.26953 3.75261 -0.86789  C9 1.523, C11 1.524, H32 1.092, H33 1.091
11 C 0.10762 3.29515 -1.33418  C10 1.524, C12 1.513, H34 1.095, H35 1.087
12 C 0.87295 2.51913 -0.28449  C11 1.513, C13 1.527, H36 1.091, H37 1.089
13 C 2.25218 2.05460 -0.74826  C12 1.527, O14 1.414, H38 1.089, H39 1.095
14 O 2.31490 1.67054 -2.10785  C13 1.414, C15 1.424
15 C 1.89560 0.32516 -2.31497  O14 1.424, H40 1.093, H41 1.085, H42 1.092
16 H 2.53925 -1.29804 0.87397  C1 1.088
17 H 1.56130 -2.04248 2.11905  C1 1.089
18 H 3.06448 -2.82674 1.54866  C1 1.091
19 H 1.44348 -4.06334 0.27671  C2 1.090
20 H 1.84093 -2.72898 -0.80836  C2 1.092
21 H -0.96792 -4.73594 -0.08122  C4 1.093
22 H -2.13029 -3.75831 -0.95286  C4 1.087
23 H -0.54559 -4.16262 -1.68699  C4 1.095
24 H -2.11160 -0.31817 -1.48219  C6 1.106
25 H -0.75525 0.75712 -1.38777  C6 1.091
26 H -2.41434 -0.30690 0.89011  C7 1.087
27 H -0.83167 0.32460 1.16660  C7 1.090
28 H -3.25730 1.80999 0.96870  C8 1.089
29 H -1.66006 2.41181 1.24821  C8 1.089
30 H -2.23661 2.01537 -1.65293  C9 1.083
31 H -3.27397 3.14306 -0.83451  C9 1.084
32 H -1.15855 4.24116 0.10219  C10 1.092
33 H -1.63211 4.50940 -1.56578  C10 1.091
34 H 0.70226 4.18219 -1.57680  C11 1.095
35 H 0.02979 2.72699 -2.25737  C11 1.087
36 H 1.03805 3.16602 0.57863  C12 1.091
37 H 0.31472 1.65454 0.07252  C12 1.089
38 H 2.98465 2.84556 -0.59212  C13 1.089
39 H 2.56990 1.20952 -0.12917  C13 1.095
40 H 2.70820 -0.36240 -2.06657  C15 1.093
41 H 1.63760 0.22362 -3.36350  C15 1.085
42 H 1.03428 0.03988 -1.70814  C15 1.092
43 C 6.43790 4.65697 -0.25571  C44 1.522, H47 1.094, H48 1.090, H49 1.091
44 C 5.65127 5.00966 0.99806  C43 1.522, C45 1.522, O46 1.423, H50 1.091
45 C 6.56194 5.20124 2.20241  C44 1.522, H51 1.094, H52 1.090, H53 1.091
46 O 4.66055 4.02361 1.26333  C44 1.423, H54 0.964
47 H 6.97383 3.71472 -0.11169  C43 1.094
48 H 5.76582 4.53074 -1.10407  C43 1.090
49 H 7.16779 5.43139 -0.49810  C43 1.091
50 H 5.08823 5.92780 0.82302  C44 1.091
51 H 7.10212 4.27500 2.41725  C45 1.094
52 H 5.97762 5.45968 3.08554  C45 1.090
53 H 7.29504 5.98991 2.02483  C45 1.091
54 H 5.10490 3.18186 1.41745  O46 0.964
55 C -2.83246 -6.39274 -3.59406  C56 1.519, H59 1.093, H60 1.091, H61 1.090
56 C -1.93595 -7.60748 -3.76236  C55 1.519, C57 1.519, O58 1.433, H62 1.091
57 C -0.51908 -7.32075 -3.29646  C56 1.519, H63 1.093, H64 1.091, H65 1.090
58 O -1.94108 -8.05554 -5.12300  C56 1.433, H66 0.964
59 H -2.45713 -5.55825 -4.19206  C55 1.093
60 H -3.84624 -6.61426 -3.93120  C55 1.091
61 H -2.86822 -6.06653 -2.55436  C55 1.090
62 H -2.34444 -8.44395 -3.19289  C56 1.091
63 H -0.08500 -6.51007 -3.88767  C57 1.093
64 H 0.11397 -8.20016 -3.42392  C57 1.091
65 H -0.49696 -7.01757 -2.24932  C57 1.090
66 H -1.58467 -7.33717 -5.65802  O58 0.964
67 C -3.62990 5.88730 1.73240  C68 1.521, H71 1.094, H72 1.089, H73 1.092
68 C -4.18539 6.31210 0.38143  C67 1.521, C69 1.522, O70 1.423, H74 1.091
69 C -5.35015 7.28104 0.53013  C68 1.522, H75 1.094, H76 1.090, H77 1.091
70 O -4.56690 5.17292 -0.38205  C68 1.423, H78 0.964
71 H -4.40178 5.37248 2.31195  C67 1.094
72 H -2.79761 5.19678 1.60163  C67 1.089
73 H -3.28638 6.74787 2.30932  C67 1.092
74 H -3.39430 6.78455 -0.20294  C68 1.091
75 H -6.16852 6.80488 1.07771  C69 1.094
76 H -5.72963 7.57640 -0.44840  C69 1.090
77 H -5.05262 8.17849 1.07513  C69 1.091
78 H -5.25702 4.70751 0.10478  O70 0.964
79 C 0.97066 -5.67063 4.34427  C80 1.523, H83 1.095, H84 1.091, H85 1.091
80 C 0.24086 -5.03402 3.16908  C79 1.523, C81 1.517, O82 1.430, H86 1.089
81 C -1.11435 -4.48017 3.56597  C80 1.517, H87 1.097, H88 1.090, H89 1.091
82 O 0.10541 -5.98744 2.11162  C80 1.430, H90 0.964
83 H 0.39144 -6.51041 4.74187  C79 1.095
84 H 1.94184 -6.05398 4.02861  C79 1.091
85 H 1.12501 -4.95060 5.14979  C79 1.091
86 H 0.84820 -4.22947 2.75699  C80 1.089
87 H -1.75935 -5.28650 3.93609  C81 1.097
88 H -1.59696 -4.01860 2.70450  C81 1.090
89 H -1.01968 -3.72721 4.35016  C81 1.091
90 H -0.44274 -6.70775 2.44280  O82 0.964

=====

ORCA calculation (ωB97M-V with the def2-TZVPD basis set) on 5 unconnected molecules or ions with the total composition C24H59NO7P in a non-equilibrium geometry.

- Charge: -1
- Total energy: -1872.56463 hartree
- HOMO: -0.8619 eV
- Strongest force on any atom: 1.57 eV/A
- LUMO: 2.50 eV
- Orbital gap: 3.36 eV
- M: 504.71 u

Each atom is followed by the atoms it is bonded to, with distances in Å.
Atoms and positions in Å:
1 C 3.85585 0.70548 2.06932  C2 1.507, H14 1.091, H15 1.084, H16 1.081
2 C 3.46856 1.78955 1.09653  C1 1.507, O3 1.436, H17 1.088, H18 1.089
3 O 2.68671 1.32383 -0.01468  C2 1.436, P4 1.619
4 P 1.10886 1.21467 0.32990  O3 1.619, O5 1.460, C6 1.828, O11 1.606
5 O 0.83494 0.67064 1.65629  P4 1.460
6 C 0.35528 2.87305 0.18127  P4 1.828, C7 1.545, H19 1.086, H20 1.084
7 C -0.33408 3.35443 1.47696  C6 1.545, C8 1.548, H21 1.081, H22 1.092
8 C -1.84562 3.03016 1.55542  C7 1.548, N9 1.431, H23 1.106, H24 1.124
9 N -2.15628 2.42319 2.81379  C8 1.431, C10 1.438
10 C -3.27847 1.52695 2.74361  N9 1.438, H25 1.106, H26 1.110, H27 1.108
11 O 0.53216 0.34300 -0.88956  P4 1.606, C12 1.450
12 C -0.22262 -0.81554 -0.45152  O11 1.450, C13 1.517, H28 1.083, H29 1.088
13 C -1.65727 -0.42166 -0.15630  C12 1.517, H30 1.086, H31 1.083, H32 1.086
14 H 4.62813 1.12645 2.71512  C1 1.091
15 H 4.31941 -0.13061 1.55821  C1 1.084
16 H 3.03384 0.40106 2.70236  C1 1.081
17 H 3.00306 2.63630 1.59703  C2 1.088
18 H 4.39014 2.17526 0.66410  C2 1.089
19 H 1.12483 3.57142 -0.13556  C6 1.086
20 H -0.41381 2.81198 -0.57986  C6 1.084
21 H 0.14416 3.00971 2.38333  C7 1.081
22 H -0.26152 4.44361 1.44605  C7 1.092
23 H -2.16625 2.43306 0.68077  C8 1.106
24 H -2.38532 4.01171 1.46614  C8 1.124
25 H -3.71860 1.42966 1.73319  C10 1.106
26 H -2.97281 0.50353 3.04420  C10 1.110
27 H -4.12082 1.81020 3.40575  C10 1.108
28 H 0.24872 -1.32122 0.38252  C12 1.083
29 H -0.20199 -1.50705 -1.29168  C12 1.088
30 H -1.93238 0.36975 -0.84752  C13 1.086
31 H -2.33443 -1.26315 -0.23783  C13 1.083
32 H -1.67706 0.02608 0.83267  C13 1.086
33 C 1.98781 5.08272 -5.00533  C34 1.521, H38 1.091, H39 1.091, H40 1.091
34 C 1.89469 5.17402 -3.49020  C33 1.521, O35 1.411, H41 1.091, H42 1.097
35 O 1.85573 3.91910 -2.84541  C34 1.411, C36 1.416
36 C 2.98648 3.08591 -3.02623  O35 1.416, C37 1.519, H43 1.097, H44 1.089
37 C 4.27582 3.68569 -2.49222  C36 1.519, H45 1.092, H46 1.091, H47 1.091
38 H 1.20019 4.43702 -5.39747  C33 1.091
39 H 1.88533 6.07368 -5.45009  C33 1.091
40 H 2.94552 4.67130 -5.32893  C33 1.091
41 H 0.96308 5.67046 -3.21590  C34 1.091
42 H 2.70903 5.78935 -3.08858  C34 1.097
43 H 3.09376 2.80642 -4.08190  C36 1.097
44 H 2.76973 2.17004 -2.47764  C36 1.089
45 H 4.58862 4.56020 -3.06747  C37 1.092
46 H 5.08027 2.95089 -2.54047  C37 1.091
47 H 4.14608 4.00026 -1.45557  C37 1.091
48 C -2.39824 2.76157 -6.14992  C49 1.521, H53 1.091, H54 1.091, H55 1.091
49 C -2.58974 2.87069 -4.64497  C48 1.521, O50 1.411, H56 1.091, H57 1.096
50 O -2.64899 1.62517 -3.98407  C49 1.411, C51 1.418
51 C -1.49002 0.81528 -4.09160  O50 1.418, C52 1.517, H58 1.098, H59 1.091
52 C -0.23994 1.45797 -3.51983  C51 1.517, H60 1.093, H61 1.089, H62 1.083
53 H -3.14840 2.09829 -6.58376  C48 1.091
54 H -2.48686 3.74546 -6.61370  C48 1.091
55 H -1.41499 2.36198 -6.40459  C48 1.091
56 H -3.54406 3.35617 -4.43707  C49 1.091
57 H -1.81171 3.50356 -4.20189  C49 1.096
58 H -1.32924 0.51445 -5.13544  C51 1.098
59 H -1.71881 -0.09530 -3.53587  C51 1.091
60 H 0.07245 2.32474 -4.10756  C52 1.093
61 H 0.58321 0.74473 -3.51302  C52 1.089
62 H -0.41508 1.79738 -2.50646  C52 1.083
63 C -2.66222 -4.41779 3.27852  C64 1.517, H68 1.090, H69 1.091, H70 1.093
64 C -3.65617 -3.89106 2.26059  C63 1.517, O65 1.416, H71 1.090, H72 1.097
65 O -3.17466 -3.95311 0.93054  C64 1.416, C66 1.409
66 C -2.89923 -5.23410 0.41184  O65 1.409, C67 1.521, H73 1.097, H74 1.091
67 C -4.11586 -6.14392 0.34011  C66 1.521, H75 1.091, H76 1.091, H77 1.091
68 H -1.69621 -3.93136 3.14123  C63 1.090
69 H -3.01461 -4.22696 4.29279  C63 1.091
70 H -2.50482 -5.49506 3.17913  C63 1.093
71 H -3.83452 -2.83410 2.45793  C64 1.090
72 H -4.62672 -4.39599 2.34477  C64 1.097
73 H -2.09166 -5.71355 0.97882  C66 1.097
74 H -2.51690 -5.06484 -0.59584  C66 1.091
75 H -4.47820 -6.41385 1.33347  C67 1.091
76 H -3.86687 -7.06743 -0.18534  C67 1.091
77 H -4.93232 -5.64730 -0.18604  C67 1.091
78 C 1.75903 -5.83609 5.30798  C79 1.520, H83 1.091, H84 1.091, H85 1.091
79 C 1.63712 -5.43180 3.84736  C78 1.520, O80 1.410, H86 1.091, H87 1.097
80 O 0.95985 -4.21086 3.64842  C79 1.410, C81 1.419
81 C 1.54992 -3.05942 4.23099  O80 1.419, C82 1.519, H88 1.096, H89 1.090
82 C 2.94053 -2.75010 3.70403  C81 1.519, H90 1.093, H91 1.090, H92 1.091
83 H 0.78101 -5.81934 5.79077  C78 1.091
84 H 2.17518 -6.84163 5.38804  C78 1.091
85 H 2.41370 -5.16113 5.86148  C78 1.091
86 H 1.04895 -6.18114 3.31517  C79 1.091
87 H 2.62395 -5.40768 3.36911  C79 1.097
88 H 1.55821 -3.14495 5.32393  C81 1.096
89 H 0.88218 -2.23405 3.98563  C81 1.090
90 H 3.66835 -3.50828 4.00368  C82 1.093
91 H 3.28223 -1.78969 4.08988  C82 1.090
92 H 2.93378 -2.70821 2.61422  C82 1.091